[1]
The molecule C2H5IN2. Source: the OMol25 dataset; level of theory: wB97M-V/def2-TZVPD.

Last column: Löwdin charge in e.
Geometry (Å):
C -0.16841 -1.09593 0.47478  -0.133
C -0.72860 0.04407 -0.42795  -0.396
N -0.31345 1.39632 -0.16542  -0.020
N 1.27427 1.20458 -0.19594  -0.589
I 2.26477 2.88292 0.12507  0.696
H 0.36837 -0.58721 1.34278  0.079
H -0.95064 -1.86108 0.81902  0.086
H 0.47225 -1.66708 -0.18812  0.048
H -1.93493 0.02626 -0.43854  0.143
H -0.28362 -0.34286 -1.34569  0.085

The value obtained for the energy above the lowest of the compared OMol25 structures with the same formula, charge and spin is 83.8 kcal per mole. As for the frontier orbital gap: 7.8 eV. As for the SMILES: CC/N=N/I.

[2]
A cluster of 3 separate species, C4H16NO2 in total. Source: the OMol25 dataset; level of theory: wB97M-V/def2-TZVPD.

Last column: Löwdin charge in e.
Geometry (Å):
C 1.00135 -1.92776 -0.31412  -0.063
C 0.58871 -0.89878 -1.28549  -0.343
N -0.35832 0.10075 -0.59161  0.024
C -0.83953 1.32360 -1.34043  0.033
C 1.84049 -0.07661 -1.67728  -0.040
H 0.23111 -2.56656 0.12553  0.095
H 1.68539 -1.66867 0.49332  0.103
H 1.55982 -2.64270 -0.93705  0.108
H 0.07563 -1.19491 -2.19679  0.158
H -1.12246 -0.35406 -0.08035  0.126
H 0.18140 0.44607 0.20353  0.153
H -0.75251 2.13122 -0.62703  0.103
H -0.25659 1.56623 -2.21020  0.087
H -1.88830 1.16980 -1.56780  0.106
H 2.65809 -0.69875 -2.00862  0.095
H 2.16496 0.53343 -0.81940  0.098
H 1.67591 0.74818 -2.37041  0.074
H -2.59691 -0.11393 2.40055  0.051
H -1.45487 -1.01459 2.33423  0.049
O -2.05853 -0.56169 1.74353  -0.047
H -1.51084 2.02497 3.85209  0.053
H 0.00183 1.98008 3.61826  0.030
O -0.82583 1.69468 3.25556  -0.053

The value obtained for the energy above the lowest of the compared OMol25 structures with the same formula, charge and spin is 23.6 kcal per mole. As for the frontier orbital gap: 12.2 eV. Its net charge is +1.

[3]
A cluster of 3 separate species, C20H46F4N4O9S in total. Source: the OMol25 dataset; level of theory: wB97M-V/def2-TZVPD.

Last column: Löwdin charge in e.
Geometry (Å):
C -4.21185 -1.93741 -4.84054  -0.052
C -4.40705 -1.34051 -3.37467  -0.380
O -5.82391 -1.22987 -3.08089  -0.092
C -3.68479 -2.17530 -2.21771  -0.175
N -2.30946 -1.68051 -1.95246  -0.085
C -1.35210 -2.76499 -1.64072  -0.202
C -0.14976 -2.25808 -0.69555  -0.125
O 0.78249 -1.37485 -1.36852  -0.149
N 0.52027 -0.06291 -1.11365  -0.218
C 1.55902 0.58172 -0.25460  -0.102
C 0.96564 1.25951 1.07580  -0.202
O 0.50149 0.18568 1.92966  -0.021
C -0.16933 2.33536 0.78906  -0.408
F -1.29141 1.83544 0.13137  0.088
F 0.32144 3.44347 0.07564  0.089
F -0.63920 2.80027 2.04098  0.073
S 0.64251 0.69835 -2.70010  0.828
O -0.26113 -0.04463 -3.63210  -0.286
O 2.04561 0.52920 -3.19974  -0.288
F 0.24888 2.30604 -2.64830  -0.174
H -3.56597 -2.86386 -4.89386  0.075
H -5.24692 -2.19946 -5.25527  0.085
H -3.82637 -1.09164 -5.50513  0.081
H -3.96993 -0.29358 -3.34466  0.138
H -6.00314 -0.32228 -2.77027  0.091
H -3.74577 -3.30544 -2.36683  0.129
H -4.29409 -1.97042 -1.26319  0.125
H -2.28891 -0.99743 -1.18917  0.098
H -0.93478 -3.22003 -2.60775  0.134
H -1.81467 -3.64871 -1.07205  0.120
H 0.45173 -3.17797 -0.38870  0.141
H -0.62709 -1.80164 0.22408  0.120
H 2.12265 1.41993 -0.79863  0.130
H 2.34744 -0.15810 0.07882  0.147
H 1.79655 1.82202 1.62473  0.183
H -0.35863 -0.09781 1.55648  0.087
C 8.89705 1.15303 -3.35453  -0.115
O 8.22863 -0.00481 -3.82881  -0.196
C 8.81928 -1.22272 -3.37720  -0.210
C 7.88908 -1.94085 -2.40087  -0.209
N 7.80411 -1.22211 -1.13017  -0.054
C 6.74366 -1.71200 -0.24688  -0.197
C 5.29375 -1.56340 -0.73063  -0.220
O 4.84882 -0.21521 -0.81791  -0.199
C 5.16671 0.43856 -2.04007  -0.091
H 8.47613 2.02000 -3.86582  0.089
H 8.74477 1.28112 -2.27944  0.076
H 9.96785 1.10753 -3.57564  0.087
H 9.81026 -1.06288 -2.93950  0.121
H 8.94786 -1.85540 -4.26031  0.120
H 8.26844 -2.95082 -2.21885  0.122
H 6.90680 -2.02137 -2.87941  0.103
H 7.63244 -0.24107 -1.31611  0.066
H 6.83965 -1.15579 0.69140  0.118
H 6.93688 -2.76322 -0.00918  0.117
H 4.65398 -2.03598 0.02239  0.117
H 5.10181 -2.10119 -1.66538  0.113
H 5.18094 -0.24835 -2.88964  0.096
H 6.12603 0.95559 -1.95243  0.072
H 4.40654 1.19758 -2.22481  0.072
C -6.93687 -0.01187 2.69117  -0.113
O -5.54314 0.24139 2.60978  -0.201
C -5.23377 1.55129 2.13382  -0.209
C -4.61077 2.39421 3.24543  -0.210
N -5.60014 2.73184 4.26764  -0.054
C -5.01882 3.31778 5.47795  -0.196
C -4.07296 2.43724 6.30755  -0.222
O -4.71191 1.33024 6.93106  -0.179
C -4.83058 0.17589 6.11471  -0.100
H -7.07602 -1.07073 2.91424  0.089
H -7.39510 0.57124 3.49434  0.077
H -7.43311 0.20933 1.74125  0.087
H -6.10667 2.04850 1.69792  0.122
H -4.49317 1.42867 1.33763  0.113
H -4.20811 3.31596 2.81518  0.123
H -3.78035 1.81912 3.67009  0.100
H -6.10167 1.89236 4.53256  0.066
H -5.85915 3.60001 6.12048  0.118
H -4.50318 4.24594 5.21068  0.116
H -3.69336 3.05653 7.12653  0.120
H -3.19085 2.11478 5.74338  0.109
H -4.00094 0.07629 5.40975  0.088
H -5.78372 0.18742 5.57961  0.070
H -4.83654 -0.69925 6.76551  0.087

As for the frontier orbital gap: 8.4 eV. As for the SMILES: C[C@@H](O)CNCCON(C[C@H](O)C(F)(F)F)S(=O)(=O)F.COCCNCCOC.COCCNCCOC.

M
In order: 183.980, 110.177, 594.666
Unit: g/mol
Lowest unoccupied orbital energy
In order: -0.054, -0.102, -0.014
Unit: hartree
F_max
In order: 8.73, 2.74, 7.81
Unit: eV Å⁻¹